Here is a gas-phase ion, C10H19N2S (charge +1) in a non-equilibrium geometry from OMol25. Energies are from ωB97M-V with the def2-TZVPD basis set.

Values from the calculation:
M	199.34	g mol⁻¹
largest force on an atom	5.8	eV/A
SMILES	CC(C)(C)C#[N+]/C=[N+](\[S-])C(C)(C)C
energy relative to the best compared isomer or geometry (same formula, charge and spin)	3.242	eV
E_HOMO (spin up / spin down)	-12.21 / -12.19	eV

```
! wB97M-V def2-TZVPD RIJCOSX def2/J DEFGRID3
* xyz 1 1
S 1.174 -1.720 -0.450
N 1.525 -0.267 0.122
N -0.662 0.396 0.409
C -4.021 0.657 0.949
C -3.104 -0.228 0.058
C -3.476 -1.628 0.344
C 3.119 1.176 -1.147
C 3.890 -0.971 -0.407
C -3.427 0.187 -1.480
C -1.735 -0.047 0.455
C 3.075 0.223 -0.028
C 0.633 0.613 0.572
C 3.455 0.561 1.411
H 2.753 1.253 1.970
H 3.659 1.952 -0.788
H 3.540 -0.367 1.919
H 3.862 -1.775 0.262
H 4.872 -0.680 -0.543
H 0.817 1.599 0.828
H 3.651 0.674 -2.016
H -4.502 0.231 -1.622
H -3.113 -0.561 -2.194
H -4.410 -1.782 -0.156
H -2.716 0.967 -1.629
H 3.673 -1.186 -1.432
H 4.491 0.878 1.414
H -3.619 -1.795 1.325
H -5.028 0.383 0.953
H -3.907 0.559 2.092
H -3.852 1.618 0.586
H 2.223 1.508 -1.526
H -2.840 -2.428 -0.252
*
```


Here is a molecular structure, C4H6O2Tl in a non-equilibrium geometry from OMol25. Energies are from ωB97M-V with the def2-TZVPD basis set.

Values from the calculation:
M	290.47	g mol⁻¹
largest force on an atom	2.5	eV/A
energy relative to the best compared isomer or geometry (same formula, charge and spin)	2.720	eV
E_HOMO (spin up / spin down)	-4.87 / -5.37	eV

```
! wB97M-V def2-TZVPD RIJCOSX def2/J DEFGRID3
* xyz 0 2
Tl 1.655 -2.721 -0.438
O -0.186 -1.505 -0.166
O 1.622 -0.223 -1.179
C -1.197 0.562 1.040
C -1.033 1.736 0.098
C -0.033 -0.330 0.649
C 0.290 -0.127 -0.777
H -0.381 0.067 -1.622
H 1.688 -0.128 -2.135
H -1.107 0.822 2.115
H 0.838 -0.315 1.321
H -0.022 2.176 0.216
H -2.132 -0.014 0.877
*
```